{"formula": "C11H11N3S", "method": "the ωB97M-V functional and the def2-TZVPD basis", "homo_energy_ha": -0.314, "orbital_gap_ev": 9.3, "lumo_ha": 0.0262, "smiles": "Sn1cnc2ccccc21.C/C=C/C#N", "multiplicity": 1, "e_tot_ha": -988.1238, "species": ["S", "N", "C", "N", "C", "C", "C", "C", "C", "C", "H", "H", "H", "H", "H", "H", "C", "C", "C", "C", "N", "H", "H", "H", "H", "H"], "positions_angstrom": [[3.65722, 0.73443, -1.48833], [2.68584, 0.12068, -0.23446], [3.00932, 0.00374, 1.09339], [2.21093, -0.67838, 1.80895], [1.20521, -1.01015, 0.95467], [0.05296, -1.71488, 1.25293], [-0.80896, -1.96765, 0.19983], [-0.45851, -1.65217, -1.10153], [0.65293, -0.89181, -1.44659], [1.46909, -0.52100, -0.37998], [3.93736, 1.97157, -0.91574], [3.88200, 0.40734, 1.65180], [-0.26060, -2.13279, 2.17380], [-1.66478, -2.44141, 0.31719], [-1.14516, -1.96505, -1.98412], [0.79551, -0.71873, -2.40557], [-3.25401, 0.62496, -0.01412], [-1.96561, 1.34522, -0.31784], [-1.08370, 1.54692, 0.67942], [0.12571, 2.03369, 0.19253], [1.12050, 2.50114, -0.14302], [-3.44438, 0.45164, 0.96857], [-4.23899, 1.19595, -0.42356], [-3.28393, -0.19559, -0.68122], [-1.72411, 1.46255, -1.41206], [-1.47185, 1.48977, 1.65507]], "forces_ev_per_angstrom": [[0.398, 0.885, 0.512], [0.132, 0.126, -0.005], [2.579, 0.729, 1.024], [-0.945, -0.087, 0.686], [-0.782, -0.219, -0.962], [-0.793, -0.046, -1.450], [3.732, 1.625, -0.890], [-1.229, 0.222, -2.276], [-0.752, -1.107, 4.559], [-0.153, -1.113, 1.179], [-0.551, -0.932, -0.510], [-0.317, 0.083, -1.497], [0.399, 0.091, 1.164], [-3.840, -2.298, 0.896], [1.133, 0.502, 1.732], [1.084, 1.154, -4.264], [-1.939, 3.465, -4.149], [-0.718, -1.212, -0.023], [-1.795, 0.212, -2.946], [1.610, 1.063, 1.165], [0.138, 0.144, -0.266], [-0.205, -0.906, 2.780], [2.257, -0.735, 0.912], [0.054, -1.489, -0.122], [-0.038, 0.045, 1.422], [0.539, -0.203, 1.326]]}